Run i
This record from the OMol25 dataset describes an isolated molecule of C5H7NOS. The level of theory is ωB97M-V/def2-TZVPD.

The geometry in XYZ format:
```
15
Properties=species:S:1:pos:R:3
C 1.43 -1.23 -0.25
C 0.98 0.10 0.58
S 2.02 1.57 0.52
C -0.46 0.28 0.26
C -1.19 1.11 -0.53
N -2.46 0.76 -0.44
C -2.53 -0.29 0.30
O -1.36 -0.67 0.74
H 1.38 -0.75 -1.29
H 2.49 -1.56 0.07
H 0.72 -1.92 -0.13
H 1.09 -0.14 1.72
H 2.02 1.64 -0.90
H -0.72 1.96 -1.13
H -3.42 -0.84 0.49
```

Properties
HOMO level	-9.1	eV
lowest unoccupied orbital energy	0.76	eV
structure (SMILES)	C[C@@H](S)c1cnco1
spin multiplicity	1
Kohn-Sham gap	0.363	Ha

---

Run ii
This record from the OMol25 dataset describes an isolated molecule of C5H7NOS. The level of theory is ωB97M-V/def2-TZVPD.

The geometry in XYZ format:
```
15
Properties=species:S:1:pos:R:3
C -1.31 2.23 0.36
C -0.73 1.32 1.10
N -0.01 0.26 0.65
O 0.82 -0.35 1.60
C 0.93 -1.73 1.19
C 0.92 -1.63 -0.36
C 0.19 -0.32 -0.57
S -0.43 0.21 -1.96
H -1.83 3.03 0.74
H -1.39 2.09 -0.73
H -0.77 1.39 2.19
H 1.86 -2.07 1.61
H 0.02 -2.29 1.61
H 0.48 -2.43 -0.92
H 1.94 -1.44 -0.81
```

Properties
HOMO level	-8.3	eV
lowest unoccupied orbital energy	0.45	eV
structure (SMILES)	C=CN1OCCC1=S
spin multiplicity	1
Kohn-Sham gap	0.322	Ha

---

Verdict on stability: run ii comes out at the bottom.